The following is a DFT calculation (wB97M-V/def2-TZVPD) of a gas-phase ion, C4H8N3O (charge +1) at a distorted geometry.

Each line ends with the Mulliken charge.
Cartesian coordinates (Å):
C  -0.44  0.13  -0.80  -0.043
C  0.76  -0.55  0.85  -0.179
C  0.21  1.52  -0.54  0.596
C  -1.89  -0.14  -0.73  -1.095
N  1.45  0.47  1.11  -0.352
N  1.14  1.59  0.43  -0.306
N  1.24  -1.86  1.24  -0.184
O  -0.19  2.63  -1.05  -0.426
H  0.16  -0.33  -1.61  0.415
H  -2.42  0.24  0.21  0.305
H  -2.26  -1.17  -0.77  0.379
H  -2.30  0.54  -1.63  0.297
H  2.26  -1.69  1.64  0.431
H  1.32  -2.46  0.45  0.347
H  0.64  -2.37  1.86  0.378
H  0.33  3.44  -0.64  0.438

Properties
2S+1: 3
Net charge: +1
E_LUMO (alpha / beta) (eV): -4.03 / -6.89
<S²>: 2.010
ΔE to the lowest compared entry with this formula, charge and spin (kJ/mol): 352.5
Kohn-Sham gap (alpha / beta) (eV): 6.109 / 6.575